117
Properties=species:S:1:pos:R:3:forces:R:3:mulliken_charge:R:1 method="wB97M-V/def2-TZVPD" mol_weight_g_mol=1486.60 total_energy_ev=-192938.987 total_charge=-2 homo_energy_ev="-3.178 / -2.825"
Cs 0.7109 -1.4646 0.9461 -0.2576 -0.3103 -0.1082 0.844
N 1.9864 1.2895 0.1659 -0.3580 0.8907 -0.0821 0.197
C 2.4941 0.6800 -1.0614 0.8506 1.0591 -0.2027 -0.301
C 1.5686 1.0723 -2.2167 -0.0874 -0.2263 0.2430 -0.602
N 0.3649 0.2844 -2.3265 -1.9387 0.3831 -0.4607 0.875
C 0.5543 -1.0308 -2.8716 0.3770 -1.4904 -0.2963 -0.017
C -0.7300 -1.8817 -3.1461 1.6784 0.5398 0.5849 -1.935
N -1.6386 -2.0302 -2.0578 -1.2657 1.4100 -0.1720 -0.144
C -0.5533 1.0362 -3.2532 2.4443 1.1008 0.4887 -0.884
C -1.2174 2.2302 -2.5717 0.4225 -0.4060 -0.0374 -0.274
N -1.9247 1.6597 -1.4521 -0.5867 0.1217 1.3151 -0.439
H 1.9046 2.3128 0.0764 -0.2025 -0.6466 -0.0884 -0.318
H 2.5036 1.1491 1.0260 0.5222 -0.4580 -0.2704 -0.133
H 2.5832 -0.3928 -0.9315 -0.0976 -0.3052 -0.1381 -0.114
H 3.5318 0.9962 -1.3753 -0.6918 -0.0846 0.5080 0.179
H 2.0972 1.0193 -3.1877 0.1908 0.1361 0.0999 0.278
H 1.1793 2.0951 -2.0724 0.8285 -0.2028 0.0785 0.232
H 1.1735 -1.6804 -2.2431 0.0988 0.3599 0.2368 -0.009
H 1.1178 -0.9639 -3.8207 -0.0197 -0.0089 -0.2576 0.148
H -0.3995 -2.8593 -3.3990 0.5212 -0.8250 -0.4415 0.597
H -1.2030 -1.4641 -3.9946 -0.9063 0.2407 -0.9570 0.550
H -1.8255 -1.0815 -1.7317 -0.2319 -0.2463 0.4284 0.362
H -1.2490 -2.5702 -1.3210 0.4938 -0.6033 0.5709 0.113
H -1.2847 0.3614 -3.6426 -0.4272 -0.0489 -0.2878 0.355
H 0.1395 1.4557 -4.0455 -0.8989 -0.5613 -0.0004 0.219
H -1.8848 2.6549 -3.3182 -0.3516 0.1563 0.0852 0.513
H -0.4959 3.0272 -2.2858 -0.2648 -0.3884 -0.1379 0.050
H -2.3802 2.3438 -0.8488 -0.0929 0.2911 -0.5116 0.273
H -1.2209 1.3171 -0.7985 0.1307 -0.2725 -0.3123 0.125
I 4.0919 -1.0768 2.1338 0.3284 -0.0342 0.0782 -0.824
C 4.5891 2.0391 4.8268 -0.9711 -1.1763 -1.5056 -0.875
I 2.6734 2.5499 4.0617 1.4529 -0.2937 0.5664 0.178
H 5.0942 1.1199 4.5034 -0.7151 0.3760 -0.2748 0.293
H 5.0399 2.5354 5.6271 0.1061 1.1244 1.0916 0.405
I -0.7243 -6.4389 -0.1912 0.1546 -0.1707 -0.0466 0.075
C 1.2112 -6.1227 -0.9725 -1.5921 -2.1980 0.9000 -0.911
C 2.0298 -7.2042 -1.2236 2.3458 -0.0978 -1.5045 -0.663
C 3.2789 -7.0231 -1.8685 -1.4030 0.2432 1.2785 -0.597
I 4.2578 -8.7245 -2.5109 0.3860 -0.3081 -0.0727 -0.005
C 3.7886 -5.7000 -2.0267 -0.4287 -1.3476 -0.3370 1.118
C 5.0937 -5.3747 -2.4908 -0.7120 -1.4764 -0.3177 -0.390
C 5.4631 -4.0816 -2.6172 2.0150 -0.0731 0.0788 -0.897
C 4.5082 -3.1062 -2.2757 0.1499 1.3695 0.4117 -0.048
N 3.2980 -3.3733 -1.8635 -0.3530 -0.6088 -0.0384 -0.049
C 2.8824 -4.6882 -1.7301 -0.0006 3.0335 -0.3427 0.260
C 1.4502 -4.8367 -1.3316 1.1476 1.8207 -0.3453 0.697
O 0.6154 -3.8950 -1.2702 0.6768 0.0249 0.0650 -0.767
H 1.7822 -8.2315 -1.0266 -0.5791 -0.0516 0.2037 0.394
H 5.6872 -6.2523 -2.8061 0.0734 0.8242 0.3681 0.110
H 6.5635 -3.8800 -2.8359 -1.8034 0.1845 0.0015 0.246
H 4.7792 -2.0227 -2.2914 -0.1872 -0.9252 -0.0787 0.345
C -4.1831 -6.1560 0.6579 0.0349 1.7053 0.6169 -0.957
N -4.7058 -5.2785 -0.3553 -0.8655 -0.6442 -0.2557 0.272
C -5.0172 -5.6425 -1.6641 1.2369 -1.5410 1.3860 -0.419
C -5.1311 -4.5233 -2.3353 -1.5312 3.0359 -1.8937 -0.380
N -5.1188 -3.4566 -1.4104 0.8989 -0.1536 -0.8066 0.272
C -5.1326 -2.0341 -1.7307 0.4847 0.2499 -0.5659 -0.842
C -4.7541 -3.9452 -0.2148 -0.2597 0.6118 1.1283 -0.247
Se -4.4495 -2.9992 1.3634 -0.0743 -0.2356 -0.5804 -0.312
H -4.8148 -6.3143 1.5237 -0.6014 -0.2172 -0.2034 0.199
H -3.3927 -5.5335 1.0400 0.8762 -0.3494 0.5472 0.247
H -3.8198 -7.0296 0.2026 0.4032 -1.2339 -0.4076 0.440
H -4.9495 -6.6832 -1.9336 -0.1008 0.1547 -0.2662 0.436
H -5.3357 -4.2701 -3.3924 0.1881 -0.5415 0.9237 0.353
H -5.2429 -1.9322 -2.8118 -0.3426 -0.1303 0.0523 0.277
H -4.1654 -1.5450 -1.5369 -0.3139 -0.4542 0.3656 0.272
H -5.9317 -1.5081 -1.2081 0.0570 -0.1829 0.0263 0.328
C 2.8471 -2.8710 5.3350 -2.5162 -0.3853 -1.1930 -0.942
C 2.2167 -3.8303 4.3234 0.0419 -1.0371 -0.9981 0.437
N 0.9908 -4.3458 4.3089 0.8351 0.1269 0.5520 -0.632
C 0.8895 -5.1624 3.1766 -0.8395 0.9395 1.2260 -0.217
C 2.0455 -5.0868 2.4893 1.4701 0.0126 -1.6886 -0.307
N 2.9136 -4.2969 3.2153 -0.4290 0.8661 0.9856 0.047
H 2.4849 -3.1883 6.3208 0.1822 0.4948 -0.1432 0.302
H 2.4740 -1.8759 5.0009 0.3891 -0.3988 0.8013 0.169
H 3.9007 -2.8788 5.2570 1.0890 -0.0373 -0.0058 0.288
H -0.0741 -5.6570 3.0146 0.7895 0.1346 -0.3157 0.325
H 2.3812 -5.3801 1.4804 -0.5187 -0.2413 0.7715 0.293
H 3.7643 -3.8281 2.8804 -0.5888 -0.3524 -0.0255 0.227
C -3.2981 2.1265 2.2104 -1.8051 0.5593 -0.6331 -0.463
Si -2.2687 1.5605 3.6040 0.3639 -0.4662 0.2953 0.143
C -1.8217 3.0592 4.5191 0.8373 0.9568 1.3989 -0.763
C -3.1137 0.4663 4.8480 1.8492 -2.5696 -0.8858 -0.985
H -4.3798 2.3404 2.5414 1.4335 -0.2625 -0.4272 0.320
H -3.3320 1.4056 1.4003 -0.2210 -0.2054 -0.1855 0.234
H -2.8643 3.0464 1.7895 -0.0849 -0.1471 0.2250 -0.034
H -2.7234 3.6342 4.8099 0.3074 -0.0644 -0.4096 0.305
H -1.1472 3.6577 3.8992 -0.2339 0.3273 0.1343 0.085
H -1.3039 2.8478 5.4806 -0.1358 0.0087 -0.5668 0.269
H -3.9445 0.9176 5.2722 -1.7556 0.9537 0.9116 0.400
H -2.3795 0.1965 5.6406 -0.4856 0.2616 -0.3942 0.248
H -3.4097 -0.5037 4.3758 0.0208 0.6687 0.4128 0.194
C -2.2301 8.0891 -1.3179 -0.5418 1.3690 -1.0177 -1.537
C -2.0613 6.6116 -1.2264 0.4009 -0.4757 0.3895 0.623
C -2.1318 5.9664 -2.6007 0.3585 0.5529 -0.1675 -1.064
O -0.7220 6.3796 -0.7364 -0.6171 -0.0085 0.5092 -0.317
P -0.4367 5.9576 0.8266 1.8265 -1.1545 -0.4408 0.373
S -1.5833 6.7067 2.1628 -0.8598 0.5553 0.3476 -0.524
S -0.0634 3.9853 0.8671 -0.4364 0.1769 -0.1990 -0.172
O 1.0397 6.6563 0.9767 -1.2171 0.5802 0.0446 -0.454
C 1.9900 6.4665 -0.0561 0.5257 -0.5307 -0.0861 1.028
C 2.2692 7.8051 -0.7120 -0.1122 -0.6979 -0.4872 -1.364
C 3.1735 5.8572 0.6242 -0.7863 -0.8898 1.6502 -1.243
H -3.1037 8.3422 -1.9373 -0.0475 -0.1315 0.1658 0.432
H -1.3943 8.6146 -1.8073 0.0501 -0.5691 0.0613 0.269
H -2.3608 8.5752 -0.3730 -0.0632 0.0229 0.7704 0.334
H -2.8173 6.2024 -0.5166 0.5534 0.0501 -0.4307 0.327
H -1.4492 6.5506 -3.2557 -0.4639 -0.3974 0.1408 0.296
H -3.1490 5.9873 -3.0006 0.0899 0.0695 -0.0219 0.435
H -1.7730 4.9478 -2.5754 0.0067 -0.2654 0.0976 -0.008
H 1.6043 5.6914 -0.7198 -0.0587 0.3749 -0.5513 0.178
H 2.6014 8.4763 0.0573 0.3464 0.4730 0.3317 0.349
H 1.3044 8.1385 -1.0515 -0.2821 0.4933 -0.4957 0.195
H 3.0060 7.7635 -1.5454 -0.4987 -0.0781 0.5515 0.324
H 3.2476 6.3016 1.6450 0.4928 -0.1475 -0.8391 0.270
H 4.0551 5.8482 0.0443 1.2327 0.4563 -0.5445 0.458
H 2.9259 4.7996 0.7793 0.0455 0.1110 0.2557 0.075